DFT (ωB97M-V/def2-TZVPD) results for a cluster of 4 separate species, C19H20F3NOPS in total.

ORCA input file:
```
! wB97M-V def2-TZVPD RIJCOSX def2/J DEFGRID3
* xyz -1 1
N -0.71344 -4.61553 -0.07432
P 0.84042 -4.99427 0.00910
C 2.06138 -3.84921 -0.73562
O 2.18699 -2.78905 0.26464
S 1.42110 -3.10582 -2.26067
H -0.81342 -3.74049 -0.56677
H 1.25875 -5.19107 1.35858
H 0.99977 -6.28188 -0.58592
H 3.09529 -2.53404 0.24615
H 0.30560 -2.37342 -1.89945
F -1.43161 -1.38413 -0.15971
C -1.00031 -0.11946 -0.05126
C -1.93288 0.90279 -0.03309
C -1.49545 2.21553 0.08298
C -0.13719 2.48894 0.17515
C 0.78403 1.44838 0.15428
C 0.35701 0.13258 0.04272
H -2.98676 0.66792 -0.11289
H -2.21435 3.02399 0.10001
H 0.20350 3.51249 0.26065
H 1.84238 1.66207 0.22198
H 1.06200 -0.69290 0.02882
F -0.26391 -4.13418 3.73986
C -1.00260 -3.02242 3.86805
C -1.29270 -2.55298 5.13686
C -2.05637 -1.40128 5.27228
C -2.52400 -0.74085 4.14327
C -2.22432 -1.23076 2.87682
C -1.45551 -2.37695 2.73174
H -0.92328 -3.08610 6.00357
H -2.28544 -1.01950 6.25862
H -3.12073 0.15627 4.25093
H -2.58897 -0.71852 1.99707
H -1.20392 -2.77088 1.75041
F 1.38402 5.19471 -1.27407
C 1.41356 4.62085 -2.49318
C 0.53276 5.05769 -3.46427
C 0.56528 4.46454 -4.71860
C 1.46632 3.44068 -4.98235
C 2.34048 3.01174 -3.99221
C 2.31974 3.60722 -2.73926
H -0.16905 5.84881 -3.23521
H -0.11629 4.79836 -5.48895
H 1.48330 2.97425 -5.95809
H 3.03514 2.20818 -4.19294
H 2.99366 3.28769 -1.95572
*
```

## Properties
M: 398.4 g/mol
ΔE to the lowest compared entry with this formula, charge and spin: 7.2 kcal per mole
Gap between HOMO and LUMO: 5.60 eV

=====

DFT (ωB97M-V/def2-TZVPD) results for an isolated molecule of C6H10O.

ORCA input file:
```
! wB97M-V def2-TZVPD RIJCOSX def2/J DEFGRID3
* xyz 0 1
C 1.24041 -1.26649 -0.65324
C -0.23362 -0.94813 -0.51708
C -0.51822 -0.54627 0.96775
C 0.28623 0.87693 1.23220
C 0.06422 1.75836 0.25430
C -1.02204 1.24094 -0.62480
O -0.60781 0.12136 -1.39117
H 1.45969 -2.19570 -0.11571
H 1.82038 -0.45666 -0.20365
H 1.53336 -1.37455 -1.69889
H -0.82130 -1.81749 -0.86354
H -0.09831 -1.26697 1.65357
H -1.62322 -0.69341 1.10764
H 1.13435 1.07233 1.92188
H 0.56745 2.70735 0.06255
H -1.68555 0.82354 0.14919
H -1.49604 1.96486 -1.28100
*
```

## Properties
SMILES string: C[C@H]1CC=CCO1
M: 98.1 g/mol
ΔE to the lowest compared entry with this formula, charge and spin: 41.2 kcal per mole
Gap between HOMO and LUMO: 10.47 eV

=====

DFT (ωB97M-V/def2-TZVPD) results for a cluster of 8 separate species, C36H59N4O18 in total.

ORCA input file:
```
! wB97M-V def2-TZVPD RIJCOSX def2/J DEFGRID3
* xyz -1 1
C 0.09811 0.06387 -0.21051
C -1.37723 -0.15412 0.14652
O -2.18775 0.77649 -0.19739
O -1.63883 -1.14918 0.86394
H 0.80067 -0.60970 0.27906
H 0.44180 1.09268 -0.06169
H 0.22943 -0.13357 -1.28967
C 2.41052 -3.55331 4.14045
C 1.26552 -2.62625 3.67757
C 1.74930 -1.20950 3.41169
O 2.89324 -1.25898 2.51727
C 3.32522 0.05495 2.12803
N 0.52515 -3.26265 2.60484
H 2.96003 -3.89998 3.25795
H 1.95859 -4.43752 4.59162
H 3.11581 -3.10384 4.84081
H 0.61530 -2.46001 4.55636
H 2.04267 -0.77746 4.39306
H 0.99957 -0.54737 2.94886
H 2.55817 0.50625 1.48073
H 4.26854 0.01373 1.59675
H 3.38463 0.71113 3.01391
H -0.35046 -2.74446 2.41310
H 1.03721 -3.18196 1.72656
C -4.44730 -3.66550 3.87067
C -4.94143 -2.38568 3.13953
C -4.24679 -1.18484 3.74126
O -4.60195 -0.02601 3.02267
C -3.75802 1.06917 3.23465
N -4.60262 -2.38015 1.71149
H -3.49419 -4.08733 3.55482
H -5.22242 -4.43713 3.74790
H -4.35075 -3.53737 4.96838
H -6.02759 -2.33296 3.24896
H -3.15497 -1.38979 3.67448
H -4.49026 -1.07121 4.82007
H -4.12815 1.65069 4.09461
H -3.80710 1.67094 2.33401
H -2.73474 0.72992 3.41822
H -3.59212 -2.24243 1.62721
H -4.79766 -3.24045 1.21075
C -6.37226 -0.25185 -4.19845
C -5.87867 -0.50351 -2.75103
C -4.85695 -1.60226 -2.74657
O -4.52943 -1.84520 -1.46404
C -3.56811 -2.83201 -1.39369
N -5.22764 0.69762 -2.15815
H -7.11851 0.53553 -4.26371
H -6.80827 -1.15702 -4.67442
H -5.52654 0.00725 -4.83878
H -6.73308 -0.80501 -2.13429
H -3.93747 -1.28461 -3.27373
H -5.19716 -2.49309 -3.30708
H -3.18190 -2.92413 -0.37970
H -2.66987 -2.52647 -1.95960
H -3.97456 -3.80499 -1.70684
H -4.32450 0.90795 -2.61119
H -5.78901 1.53682 -2.20460
C 4.20989 3.85097 2.30277
C 5.32115 3.22158 1.44150
C 4.90167 3.04351 0.02227
O 3.79628 2.18481 0.01338
C 3.30354 1.93245 -1.30195
N 6.51592 4.11897 1.47955
H 3.92426 4.83438 1.94022
H 4.56330 3.87405 3.33745
H 3.31659 3.21919 2.29286
H 5.60084 2.26068 1.89626
H 5.71613 2.53792 -0.53674
H 4.64524 3.96598 -0.51983
H 4.08667 1.55964 -1.98602
H 2.96842 2.89455 -1.76475
H 2.40811 1.32627 -1.27960
H 7.11667 4.00301 0.66385
H 7.11227 3.94102 2.27817
C -2.11929 0.75895 -5.17512
C -1.47907 0.92528 -4.00565
C -0.02329 1.38631 -3.97636
O 0.59895 1.45298 -2.94916
C 0.61864 1.55714 -5.29109
C -0.01272 1.30312 -6.42954
C -1.46579 0.90021 -6.48215
O -2.04683 0.72825 -7.54888
O 0.60616 1.43385 -7.62229
O -2.13475 0.85521 -2.86975
H -3.19202 0.61699 -5.14553
H 1.62479 1.96139 -5.33365
H -0.08551 1.41138 -8.31678
H -1.59317 1.04352 -2.02376
C 3.20867 -3.31550 -2.54052
C 3.43492 -3.12964 -1.22854
C 4.26933 -4.11384 -0.43212
O 4.30478 -4.02142 0.76084
C 4.96193 -5.14930 -1.19589
C 4.75080 -5.29129 -2.50867
C 3.86106 -4.36803 -3.31022
O 3.69352 -4.60523 -4.49152
O 5.44093 -6.20928 -3.21532
O 2.95532 -2.08384 -0.55175
H 2.64440 -2.56286 -3.09125
H 5.67755 -5.73133 -0.63021
H 5.17734 -6.17727 -4.15561
H 3.29558 -2.19317 0.39248
C 0.63681 4.06277 2.98324
C 1.02926 5.29676 2.76533
C 0.39766 6.16769 1.73005
O 0.67763 7.31322 1.68455
C -0.56628 5.51367 0.88246
C -0.93879 4.24338 1.03567
C -0.33997 3.39209 2.12321
O -0.65953 2.28333 2.31988
O -1.80397 3.68897 0.20818
O 1.90250 5.89461 3.57393
H 1.02628 3.49750 3.82160
H -0.95672 6.04061 0.01668
H -1.73349 2.69014 0.23707
H 1.81623 6.85961 3.52319
*
```

## Properties
M: 835.9 g/mol
Gap between HOMO and LUMO: 6.14 eV

=====

DFT (ωB97M-V/def2-TZVPD) results for an isolated molecule of C21H20O6.

ORCA input file:
```
! wB97M-V def2-TZVPD RIJCOSX def2/J DEFGRID3
* xyz 0 1
C -1.24731 4.40369 -0.62477
C -1.00526 3.48333 -1.81526
C -2.00951 3.68480 -2.95191
C -3.44069 3.33987 -2.56232
H -4.11574 3.45356 -3.41716
H -3.80898 3.97988 -1.75520
O -3.47499 1.97815 -2.12519
C -4.62432 1.55509 -1.60116
O -5.62345 2.19832 -1.50046
O -4.56162 0.27388 -1.20635
C -3.34472 -0.38306 -1.14473
C -2.32271 0.09087 -0.34630
C -1.12528 -0.62234 -0.27227
C -0.96537 -1.81435 -0.98878
C -2.02701 -2.27799 -1.77270
C -3.20442 -1.57573 -1.85790
H -4.02641 -1.92411 -2.46178
H -1.88288 -3.20220 -2.31104
C 0.28772 -2.58166 -0.91289
O 0.47795 -3.62166 -1.51020
C 1.28598 -1.95193 -0.02271
C 1.01380 -0.78658 0.60400
O -0.15134 -0.11584 0.51253
H 1.71899 -0.28126 1.24919
O 2.48013 -2.58942 0.04014
C 3.30673 -2.46116 1.13388
C 2.83020 -2.43046 2.43924
C 3.71251 -2.37822 3.50750
C 5.07984 -2.35836 3.25331
C 5.55389 -2.40544 1.95558
C 4.67396 -2.45667 0.88985
H 5.02404 -2.50206 -0.12873
H 6.61720 -2.40073 1.76913
H 5.77223 -2.31509 4.08086
C 3.20688 -2.34188 4.91745
H 3.46583 -1.39268 5.38577
H 3.66420 -3.13625 5.50459
H 2.12721 -2.46103 4.95015
H 1.76561 -2.46883 2.62153
H -2.43031 1.00073 0.22265
H -1.71909 3.05306 -3.79293
H -1.99505 4.72465 -3.28228
H -0.00455 3.66981 -2.21058
H -1.04426 2.44216 -1.49091
H -2.19416 4.18173 -0.13917
H -1.25957 5.44419 -0.94219
H -0.45585 4.27924 0.11051
*
```

## Properties
SMILES string: CCCCOC(=O)Oc1ccc2c(=O)c(Oc3cccc(C)c3)coc2c1
M: 368.4 g/mol
ΔE to the lowest compared entry with this formula, charge and spin: 24.2 kcal per mole
Gap between HOMO and LUMO: 8.60 eV

=====

DFT (ωB97M-V/def2-TZVPD) results for a structure of composition C39H48CaFNSb2SeSi2.

ORCA input file:
```
! wB97M-V def2-TZVPD RIJCOSX def2/J DEFGRID3
* xyz 0 1
Ca 1.44085 -0.01651 0.57979
C -3.11879 1.02295 -0.64992
C -3.39906 -0.41891 -0.23353
C -2.73732 -1.46019 -1.14852
Sb -0.92330 -2.26439 -0.30234
C -0.36470 -3.45445 -1.96531
C 0.08436 -4.76245 -1.81861
C 0.52642 -5.47916 -2.92226
C 0.52774 -4.89070 -4.17857
C 0.08535 -3.58430 -4.33125
C -0.35693 -2.86914 -3.22874
C -1.92513 -3.72888 0.87330
C -2.65919 -4.74967 0.27037
C -3.35458 -5.66600 1.04461
C -3.32795 -5.56823 2.43024
C -2.60336 -4.55593 3.03850
C -1.90135 -3.64144 2.26161
Sb -1.04412 1.53409 -0.95391
C -0.98440 1.35682 -3.07435
C -2.02228 1.81921 -3.88293
C -1.96472 1.66120 -5.25900
C -0.86568 1.04077 -5.84210
C 0.17627 0.58958 -5.04814
C 0.11949 0.74865 -3.66758
C -1.32784 3.63817 -0.82208
C -1.88510 4.18470 0.32993
C -2.04354 5.55724 0.45181
C -1.63223 6.39792 -0.57226
C -1.05834 5.86183 -1.71671
C -0.90685 4.48711 -1.84161
H -3.50243 1.72743 0.09019
H -3.61609 1.24740 -1.59582
H -4.48199 -0.57257 -0.23059
H -3.08843 -0.56384 0.80754
H -2.53067 -1.04289 -2.13660
H -3.37021 -2.33549 -1.29566
H 0.09169 -5.23245 -0.84163
H 0.87650 -6.49601 -2.79891
H 0.87924 -5.44800 -5.03714
H 0.09206 -3.11783 -5.30819
H -0.68459 -1.84405 -3.36436
H -2.68220 -4.83809 -0.81003
H -3.91846 -6.45718 0.56707
H -3.87271 -6.28285 3.03353
H -2.58059 -4.47532 4.11780
H -1.33701 -2.85619 2.75057
H -2.87845 2.31829 -3.44230
H -2.77518 2.02362 -5.87860
H -0.82310 0.91608 -6.91651
H 1.03987 0.11336 -5.49496
H 0.94648 0.39222 -3.06079
H -2.18441 3.54553 1.15465
H -2.47602 5.96974 1.35438
H -1.75248 7.46931 -0.47584
H -0.72966 6.51325 -2.51662
H -0.46536 4.08049 -2.74419
C -1.45584 -0.05462 3.98328
Si 0.41622 0.08379 3.84906
C 1.11878 -1.63113 3.48119
C 1.11526 0.57722 5.51808
N 0.90668 1.05177 2.52853
C 0.87257 2.41764 2.47214
C 0.26755 3.29372 3.39792
C 0.32433 4.67184 3.25984
C 0.97197 5.26644 2.18585
C 1.56468 4.44822 1.23282
C 1.48943 3.09207 1.40708
F 2.09417 2.28230 0.44156
H -1.75816 -0.75634 4.76518
H -1.88621 -0.39638 3.03793
H -1.90900 0.91246 4.21500
H 0.73900 -2.36685 4.19448
H 2.20694 -1.61789 3.57904
H 0.87593 -2.03141 2.48779
H 0.91792 -0.20576 6.25481
H 0.69054 1.50519 5.90279
H 2.19721 0.71009 5.45250
H -0.24951 2.86794 4.24906
H -0.15226 5.29230 4.00895
H 1.00509 6.34094 2.07729
H 2.07032 4.84632 0.36282
C 4.26264 -0.29662 1.37606
Si 4.63677 -0.68812 -0.44793
C 5.80568 -2.14972 -0.43634
C 5.50918 0.81649 -1.14541
Se 2.76537 -1.18831 -1.57683
H 5.21356 -0.22350 1.91040
H 3.69848 -1.09500 1.87084
H 3.76322 0.66259 1.55802
H 6.72651 -1.92114 0.10635
H 6.06859 -2.43068 -1.45737
H 5.33192 -3.01362 0.03288
H 6.42349 1.04137 -0.59025
H 4.85625 1.69063 -1.10205
H 5.77521 0.65191 -2.19085
*
```

## Properties
M: 968.5 g/mol
ΔE to the lowest compared entry with this formula, charge and spin: 0.0 kcal per mole
Gap between HOMO and LUMO: 7.77 eV

=====

Sequential max |F| output: 0.0355; 0.0337; 0.0707; 0.0188; 0.0028 Eh/bohr